[1]
Density functional theory data (ωB97M-V/def2-TZVPD) for a gas-phase ion, C8H12N (charge +1).

```
21
Properties=species:S:1:pos:R:3:forces:R:3:mulliken_charge:R:1
C -0.151 1.532 0.678 0.46 -0.30 0.26 -1.00
C -1.032 0.641 1.154 2.26 -1.83 -0.66 0.34
C 1.700 -0.605 -1.655 2.24 0.71 0.35 -1.01
C 2.232 0.228 -0.359 1.15 2.23 -0.79 -0.54
C -0.203 -0.556 0.587 -0.43 4.18 -0.80 -0.35
C 0.331 0.025 -1.378 0.55 -0.38 -1.25 0.17
C 0.763 0.570 -0.037 -0.97 -1.70 1.32 0.58
C -2.220 0.571 1.979 -0.18 -1.16 2.71 -1.36
N -0.571 -0.978 -0.802 -0.61 -3.28 -0.77 -0.18
H -0.064 2.580 0.767 -0.09 1.07 0.13 0.52
H 2.191 -0.272 -2.594 -0.49 0.02 0.60 0.29
H 1.892 -1.717 -1.666 -0.80 1.03 0.46 0.32
H 3.061 -0.065 0.334 -1.36 -0.60 -0.17 0.35
H 2.676 1.244 -0.665 -0.58 -1.42 -0.33 0.28
H 0.227 -1.183 1.257 0.77 -2.67 1.60 0.45
H -0.103 0.647 -2.118 -0.43 0.42 -0.81 0.45
H -2.970 -0.047 1.526 -0.84 0.16 -0.46 0.32
H -2.488 1.550 2.241 -1.19 1.48 -0.21 0.38
H -2.196 0.125 3.072 0.99 0.35 -2.15 0.29
H -0.255 -1.929 -1.099 0.24 0.70 0.69 0.37
H -1.537 -1.078 -1.089 -0.69 1.01 0.27 0.34
```
Forces are in eV/Å.

Results
calculated total energy: -366.39393 hartree
energy relative to the best compared isomer or geometry (same formula, charge and spin): 159.8 kJ/mol
total charge: +1
SMILES: CC1=C[C@]23CC[C@H]2[NH2+][C@H]13
lowest unoccupied orbital energy: -3.199 eV
strongest force on any atom: 4.28 eV Å⁻¹
HOMO level: -13.53 eV

[2]
Density functional theory data (ωB97M-V/def2-TZVPD) for a single C4H9N2OP molecule.

```
17
Properties=species:S:1:pos:R:3:forces:R:3:mulliken_charge:R:1
C -1.405 -0.161 -0.492 3.78 2.62 0.94 0.63
C -2.190 -0.754 0.654 1.80 -1.20 -1.76 -1.26
C 1.062 0.825 -1.050 0.82 1.99 -3.34 -1.29
C 0.341 -0.031 -0.078 -1.25 -0.22 -1.47 0.84
N 0.961 1.581 1.288 0.03 0.46 0.94 -0.71
N 0.428 0.453 1.237 -0.17 1.96 2.32 -0.04
O -1.652 0.426 -1.507 -1.04 -1.41 1.07 -0.49
P 0.887 -1.756 -0.017 0.48 -1.13 1.50 -0.10
H -3.155 -0.367 0.525 -1.92 -0.68 -0.10 0.40
H -1.854 -1.834 0.597 -1.58 0.64 -0.09 0.33
H -1.837 -0.508 1.628 0.75 0.86 0.48 0.35
H 0.896 0.450 -2.164 0.38 0.82 2.39 0.29
H 2.175 1.015 -0.876 -1.26 -1.20 0.00 0.41
H 0.778 1.930 -0.980 -0.41 -1.61 -0.35 0.34
H 0.998 2.049 2.257 -0.40 -1.73 -1.10 0.23
H 1.315 -1.810 -1.287 -0.02 -0.24 -2.01 0.01
H 2.253 -1.509 0.265 0.01 0.06 0.58 0.06
```
Forces are in eV/Å.

Results
calculated total energy: -683.78058 hartree
energy relative to the best compared isomer or geometry (same formula, charge and spin): 303.9 kJ/mol
total charge: 0
SMILES: [H]/N=N/[C@@](C)(P)C(C)=O
lowest unoccupied orbital energy: 0.454 eV
strongest force on any atom: 4.69 eV Å⁻¹
HOMO level: -9.20 eV

[3]
Density functional theory data (ωB97M-V/def2-TZVPD) for a molecular structure, CBr3NO2.

```
7
Properties=species:S:1:pos:R:3:forces:R:3:mulliken_charge:R:1
C 1.932 0.238 -0.450 1.84 -0.22 0.32 0.07
N -1.311 -0.660 0.718 -0.76 -0.61 -4.33 0.75
O -1.704 -0.442 1.761 -1.05 0.84 4.53 -0.42
O -0.263 -0.841 0.214 -0.28 -0.62 -0.95 -0.36
Br 2.470 -0.929 -1.844 -0.55 -0.01 -0.07 0.00
Br 3.086 1.729 -0.358 -0.27 0.69 -0.35 -0.03
Br 1.936 -0.565 1.258 1.07 -0.06 0.84 0.00
```
Forces are in eV/Å.

Results
calculated total energy: -7965.15555 hartree
energy relative to the best compared isomer or geometry (same formula, charge and spin): 253.5 kJ/mol
total charge: 0
lowest unoccupied orbital energy (spin up / spin down): -1.764 / -1.123 eV
strongest force on any atom: 4.73 eV Å⁻¹
HOMO level (spin up / spin down): -9.32 / -9.13 eV

total charge of number 1 (C8H12N)? +1

Look up the strongest force on any atom of the second one. 4.69 eV Å⁻¹